Record 1
Below is a 12-piece molecular cluster, C30H62Cl4N2O28 overall, with properties calculated with ωB97M-V/def2-TZVPD.

Each line ends with the Löwdin charge.
Atoms and positions in Å:
Cl1 -4.470 11.055 14.028  0.534
C1 -5.281 11.627 12.520  -0.634
C2 -4.524 12.685 11.781  -0.674
Cl2 -3.187 12.170 10.731  0.592
H1 -6.186 12.020 12.978  0.060
H2 -5.574 10.799 11.880  0.048
H3 -4.137 13.427 12.481  0.067
H4 -5.245 13.275 11.213  0.060
Cl3 -0.021 17.075 3.799  0.588
C3 -1.308 15.863 4.061  -0.661
C4 -2.472 16.173 3.135  -0.644
Cl4 -3.840 15.093 3.502  0.611
H5 -1.657 15.869 5.093  0.025
H6 -0.830 14.902 3.892  0.065
H7 -2.226 16.083 2.079  0.072
H8 -2.814 17.198 3.258  0.038
C5 -10.263 11.435 12.703  0.069
N1 -10.372 12.103 11.361  -0.430
O1 -11.352 12.817 11.175  0.047
O2 -9.483 12.014 10.544  0.045
H9 -9.409 11.905 13.176  0.099
H10 -10.138 10.379 12.471  0.074
H11 -11.239 11.620 13.135  0.094
C6 -7.242 6.736 13.280  0.056
N2 -6.752 7.972 12.590  -0.412
O3 -6.801 9.017 13.206  0.046
O4 -6.429 7.832 11.428  0.060
H12 -6.786 5.903 12.752  0.096
H13 -8.316 6.687 13.132  0.087
H14 -6.928 6.786 14.317  0.102
C7 -10.238 8.601 5.020  -0.011
O5 -9.203 9.166 4.188  -0.029
C8 -8.671 10.334 4.619  -0.617
O6 -8.574 10.660 5.768  0.135
O7 -8.531 11.100 3.539  0.003
C9 -8.221 12.494 3.799  0.004
H15 -10.071 8.765 6.079  0.061
H16 -10.275 7.563 4.706  0.096
H17 -11.137 9.140 4.710  0.102
H18 -7.533 12.656 4.624  0.069
H19 -9.189 12.938 4.011  0.104
H20 -7.732 12.835 2.892  0.096
C10 -7.059 17.071 4.897  -0.089
O8 -8.140 17.843 5.283  0.029
C11 -9.386 17.436 5.001  -0.607
O9 -9.677 16.378 4.520  0.128
O10 -10.208 18.397 5.381  0.008
C12 -11.590 18.083 5.571  -0.020
H21 -6.608 16.447 5.670  0.086
H22 -6.262 17.619 4.382  0.087
H23 -7.165 16.347 4.073  0.091
H24 -11.740 18.064 6.651  0.098
H25 -11.856 17.124 5.134  0.092
H26 -12.142 18.914 5.140  0.094
C13 -5.284 9.052 4.455  -0.004
O11 -4.912 8.319 5.617  0.027
C14 -4.142 8.831 6.534  -0.613
O12 -3.436 9.806 6.466  0.133
O13 -4.359 8.130 7.659  -0.028
C15 -3.542 8.450 8.776  -0.036
H27 -5.827 8.416 3.762  0.098
H28 -4.508 9.601 3.926  0.100
H29 -6.019 9.756 4.866  0.088
H30 -3.791 9.421 9.207  0.073
H31 -2.486 8.297 8.567  0.109
H32 -3.774 7.796 9.622  0.082
C16 -2.949 18.246 5.510  -0.009
O14 -3.355 17.894 6.845  0.025
C17 -3.275 16.641 7.232  -0.584
O15 -2.943 15.690 6.565  0.076
O16 -3.673 16.574 8.517  0.014
C18 -3.881 15.248 9.010  -0.045
H33 -2.957 19.329 5.544  0.108
H34 -3.695 17.852 4.820  0.070
H35 -1.972 17.830 5.271  0.040
H36 -3.062 14.564 8.805  0.084
H37 -4.818 14.902 8.579  0.063
H38 -4.027 15.326 10.085  0.091
C19 -10.616 10.153 8.443  -0.010
O17 -10.517 8.713 8.512  -0.004
C20 -10.339 8.168 9.700  -0.616
O18 -10.392 8.725 10.761  0.127
O19 -10.017 6.888 9.465  0.009
C21 -9.697 6.118 10.619  -0.040
H39 -9.618 10.476 8.708  0.073
H40 -11.458 10.614 8.960  0.099
H41 -10.882 10.387 7.413  0.085
H42 -10.545 5.928 11.272  0.104
H43 -8.840 6.563 11.121  0.055
H44 -9.299 5.176 10.242  0.098
C22 -5.397 13.534 6.403  -0.054
O20 -5.924 12.238 6.594  0.004
C23 -6.053 11.859 7.868  -0.575
O21 -5.944 12.515 8.856  0.129
O22 -6.452 10.579 7.792  -0.002
C24 -6.836 9.918 8.973  -0.046
H45 -4.310 13.545 6.459  0.075
H46 -5.784 14.142 7.230  0.077
H47 -5.771 14.062 5.529  0.063
H48 -7.427 10.540 9.650  0.088
H49 -6.049 9.444 9.560  0.063
H50 -7.471 9.091 8.646  0.102
C25 -5.897 5.602 8.833  -0.026
O23 -4.603 5.023 8.729  0.010
C26 -3.824 4.949 9.805  -0.604
O24 -4.104 5.452 10.868  0.102
O25 -2.803 4.130 9.576  0.023
C27 -1.997 3.740 10.642  -0.070
H51 -6.499 5.200 8.023  0.101
H52 -5.788 6.670 8.656  0.074
H53 -6.350 5.425 9.807  0.082
H54 -2.375 2.816 11.093  0.099
H55 -1.865 4.466 11.446  0.096
H56 -0.980 3.481 10.344  0.094
C28 -1.680 12.327 5.639  -0.022
O26 -0.459 13.066 5.774  -0.014
C29 0.665 12.371 5.791  -0.616
O27 0.788 11.226 5.473  0.142
O28 1.628 13.240 6.177  -0.005
C30 2.930 12.686 6.251  -0.061
H57 -2.468 13.033 5.386  0.057
H58 -1.926 11.891 6.605  0.093
H59 -1.590 11.582 4.852  0.099
H60 3.042 11.997 7.090  0.098
H61 3.552 13.545 6.516  0.093
H62 3.299 12.265 5.317  0.097

Forces on the atoms, in the same order (eV/Å):
Cl 0.4 -0.2 -0.4
C -0.3 -0.3 0.5
C -0.4 1.3 0.5
Cl -0.2 -0.2 0.2
H -0.1 0.4 -0.6
H 0.3 -0.2 0.2
H 0.3 -0.3 0.1
H 0.1 -0.4 -0.6
Cl 0.0 0.2 0.0
C -0.1 -0.4 -0.1
C 0.3 0.2 -0.4
Cl -0.1 -0.1 -0.1
H 0.3 0.1 -0.2
H -0.3 -0.1 -0.2
H 0.1 -0.3 0.0
H 0.1 -0.2 0.1
C -0.4 -0.1 -1.3
N -0.5 1.4 -0.4
O 0.1 -0.6 0.3
O 0.5 -0.6 0.4
H -0.1 -0.2 0.3
H 0.3 0.0 0.2
H 0.3 0.0 0.5
C 0.6 -0.1 -0.2
N -0.7 -0.2 0.1
O 0.1 -0.2 -0.2
O 0.1 0.4 0.0
H 0.1 0.0 0.1
H 0.0 0.2 0.3
H -0.2 0.0 0.0
C 0.2 0.6 -0.7
O 0.8 0.0 0.2
C -2.1 -0.2 -0.4
O 0.4 0.2 0.1
O 1.2 0.2 0.4
C -0.1 -0.6 -0.2
H 0.3 -0.3 0.0
H -0.2 -0.1 0.4
H -0.3 -0.3 0.2
H -0.1 -0.4 0.2
H 0.2 0.6 -0.1
H -0.4 0.3 -0.1
C 1.9 -1.9 -1.8
O -0.2 0.7 0.0
C 0.3 -0.5 0.2
O -0.2 -0.3 -0.2
O 0.1 0.3 0.1
C 0.1 0.1 0.3
H -0.3 0.5 0.6
H -0.2 1.0 0.9
H -1.4 0.0 0.3
H -0.2 -0.1 -0.1
H 0.0 0.1 -0.1
H -0.1 -0.2 -0.1
C -1.1 1.2 0.5
O -0.1 -1.4 -1.1
C 0.0 1.1 1.2
O 0.1 -0.2 -0.4
O 0.2 -0.5 0.0
C 0.0 0.0 1.1
H 0.3 -0.4 0.2
H 0.4 -0.2 0.4
H 0.2 0.3 -0.5
H 0.4 0.4 -0.6
H 0.0 0.5 -0.2
H -0.3 -0.5 -0.5
C -0.4 -0.4 0.6
O 0.2 0.6 0.2
C -0.5 -0.5 0.8
O -0.1 0.2 0.1
O 0.5 0.3 -0.6
C -0.6 -0.1 0.2
H 0.1 0.0 -0.3
H 0.0 0.2 0.0
H -0.1 0.4 0.2
H 0.0 0.1 -0.2
H 0.3 -0.3 0.2
H 0.2 0.2 0.0
C -0.1 -0.2 -0.7
O -0.9 0.2 -0.3
C 0.4 0.0 -0.7
O 0.0 -0.1 0.5
O -0.3 -0.1 0.5
C 0.9 -0.4 -0.3
H -0.3 0.8 0.0
H 0.3 -0.4 0.9
H 0.6 -0.2 -0.2
H 0.0 0.3 0.0
H -0.3 0.3 0.3
H -0.4 -0.1 -0.1
C -0.2 1.2 1.3
O 0.3 0.1 -0.5
C -1.0 -1.4 -1.0
O 0.3 0.5 0.6
O 0.7 0.3 0.0
C -0.9 -0.7 0.8
H -0.1 -0.1 -0.2
H 0.3 0.0 -0.1
H 0.0 -0.8 -0.5
H 0.1 0.2 -0.2
H 0.4 0.4 -0.3
H 0.0 0.1 -0.1
C 0.1 0.8 0.1
O 0.9 -0.8 -0.5
C -1.5 -0.1 1.0
O 0.4 0.1 -0.1
O 0.0 0.4 -1.3
C 1.0 -0.8 1.8
H 0.1 -0.2 0.0
H -0.2 0.1 0.2
H 0.1 -0.1 0.0
H -0.3 0.2 0.0
H -0.5 0.3 -0.3
H -0.2 0.2 -0.8
C -0.1 0.0 0.1
O -0.6 0.6 0.1
C 0.0 0.9 -0.1
O 0.5 -0.4 0.2
O -0.4 -0.9 -0.3
C 0.9 0.7 0.7
H 0.2 0.2 -0.1
H 0.0 -0.3 -0.2
H 0.0 -0.2 0.2
H -0.3 -0.3 -0.3
H 0.0 -0.1 -0.2
H -0.3 -0.2 0.0

Values from the calculation:
multiplicity	1
structure (SMILES)	C[N+](=O)[O-].C[N+](=O)[O-].COC(=O)OC.COC(=O)OC.COC(=O)OC.COC(=O)OC.COC(=O)OC.COC(=O)OC.COC(=O)OC.COC(=O)OC.ClCCCl.ClCCCl

=====

Record 2
Below is a 3-piece molecular cluster, C30H62ClIN4O3P overall, with properties calculated with ωB97M-V/def2-TZVPD.

Each line ends with the Löwdin charge.
Atoms and positions in Å:
C1 6.286 -0.174 0.523  -0.150
C2 7.130 -1.564 0.176  -0.253
C3 6.147 -2.691 -0.549  -0.210
C4 5.984 -2.162 -2.126  -0.219
C5 5.549 -3.417 -3.091  -0.214
C6 4.610 -2.959 -4.387  -0.209
C7 3.052 -2.697 -3.926  -0.197
C8 2.800 -1.105 -3.480  -0.205
C9 1.619 -0.549 -4.470  -0.220
C10 1.034 0.935 -4.101  -0.151
C11 0.919 1.251 -2.482  -0.008
C12 1.893 2.459 -1.858  -0.225
P1 3.163 3.466 -2.866  0.926
O1 4.738 2.979 -2.215  -0.360
O2 2.993 5.201 -2.578  -0.378
C13 1.615 2.680 -0.248  -0.521
I1 2.768 4.233 0.806  0.893
C14 0.520 1.785 0.557  -0.486
Cl1 0.231 2.049 2.404  0.572
N1 -0.234 0.744 -0.179  0.095
N2 0.007 0.585 -1.499  -0.089
C15 -0.851 -0.534 -2.143  -0.102
C16 -2.051 -1.072 -1.165  -0.141
C17 -1.597 -2.200 -0.062  -0.209
O3 -0.509 -3.090 -0.493  -0.241
C18 0.747 -2.712 0.184  -0.112
H1 6.915 0.795 0.248  0.080
H2 5.295 -0.128 -0.116  0.053
H3 5.940 -0.182 1.658  0.080
H4 8.018 -1.263 -0.556  0.109
H5 7.506 -1.999 1.197  0.102
H6 5.054 -2.616 -0.086  0.112
H7 6.561 -3.785 -0.482  0.112
H8 5.206 -1.283 -2.081  0.080
H9 7.003 -1.689 -2.523  0.121
H10 6.554 -3.842 -3.572  0.119
H11 5.070 -4.333 -2.504  0.120
H12 4.588 -3.845 -5.175  0.114
H13 5.062 -2.011 -4.936  0.120
H14 2.301 -2.947 -4.820  0.115
H15 2.727 -3.350 -3.009  0.107
H16 2.465 -1.112 -2.357  0.097
H17 3.779 -0.494 -3.691  0.113
H18 0.677 -1.274 -4.542  0.115
H19 2.055 -0.484 -5.573  0.141
H20 -0.048 1.046 -4.588  0.136
H21 1.711 1.721 -4.654  0.102
H22 5.408 3.718 -2.348  0.079
H23 3.665 5.494 -1.870  0.039
H24 -1.374 -0.025 -3.074  0.142
H25 -0.173 -1.448 -2.492  0.144
H26 -2.840 -1.614 -1.879  0.139
H27 -2.669 -0.178 -0.670  0.110
H28 -1.195 -1.603 0.888  0.108
H29 -2.565 -2.765 0.317  0.147
H30 1.614 -3.354 -0.299  0.111
H31 0.727 -2.837 1.352  0.106
H32 1.001 -1.583 -0.030  0.072
C19 -3.344 2.507 -1.354  -0.101
C20 -4.399 3.521 -0.923  -0.261
N3 -5.537 3.625 -1.840  -0.191
C21 -6.395 4.782 -1.569  -0.249
C22 -7.140 4.813 -0.238  -0.090
C23 -6.247 2.379 -2.137  -0.249
C24 -6.848 1.611 -0.965  -0.088
H33 -2.982 2.718 -2.366  0.081
H34 -2.486 2.551 -0.675  0.056
H35 -3.726 1.482 -1.327  0.041
H36 -3.898 4.495 -0.871  0.120
H37 -4.722 3.280 0.096  0.099
H38 -7.123 4.894 -2.383  0.115
H39 -5.773 5.685 -1.628  0.110
H40 -7.988 4.127 -0.234  0.057
H41 -7.545 5.818 -0.069  0.076
H42 -6.491 4.577 0.611  0.068
H43 -5.559 1.708 -2.666  0.098
H44 -7.041 2.576 -2.872  0.120
H45 -6.166 1.541 -0.114  0.067
H46 -7.079 0.587 -1.278  0.074
H47 -7.784 2.058 -0.627  0.058
C25 -2.221 -0.134 3.895  -0.117
C26 -2.145 -0.505 5.373  -0.264
N4 -1.966 -1.939 5.619  -0.189
C27 -2.171 -2.316 7.021  -0.248
C28 -1.195 -1.758 8.053  -0.091
C29 -0.817 -2.571 4.967  -0.249
C30 0.568 -2.014 5.279  -0.088
H48 -3.011 -0.696 3.385  0.080
H49 -2.449 0.933 3.792  0.063
H50 -1.274 -0.315 3.378  0.022
H51 -3.090 -0.185 5.828  0.121
H52 -1.354 0.087 5.845  0.096
H53 -2.185 -3.410 7.106  0.114
H54 -3.183 -2.003 7.311  0.111
H55 -0.230 -2.265 8.011  0.055
H56 -1.596 -1.921 9.061  0.076
H57 -1.034 -0.682 7.938  0.068
H58 -0.967 -2.519 3.881  0.088
H59 -0.820 -3.649 5.183  0.119
H60 0.595 -0.921 5.266  0.065
H61 1.282 -2.364 4.526  0.067
H62 0.934 -2.361 6.247  0.058

Forces on the atoms, in the same order (eV/Å):
C -0.3 -0.2 -0.2
C -0.7 0.1 0.3
C 0.1 1.8 -0.8
C 0.0 -0.6 0.6
C 0.7 0.2 -1.3
C -0.4 -1.0 0.4
C -0.1 0.8 -0.2
C -0.6 -1.0 -1.1
C -0.4 -0.1 -0.3
C -0.7 -0.2 -0.2
C 1.7 2.8 2.8
C -4.0 -3.0 5.3
P 1.7 1.3 -1.2
O -1.9 2.0 -0.3
O 1.9 -2.7 1.7
C -1.3 -2.0 -2.0
I -1.3 -1.7 -0.9
C 0.6 -0.5 -3.4
Cl 0.5 -0.7 -3.9
N 3.5 4.2 1.4
N 1.6 0.7 -2.7
C -1.5 -0.7 -0.4
C -0.7 -0.7 -0.7
C 0.0 1.6 1.7
O -0.1 1.6 1.3
C 1.0 0.3 -0.4
H -1.3 -2.1 0.9
H 2.0 -0.1 1.2
H 0.9 0.2 -2.4
H -1.8 -1.0 1.7
H -0.4 0.9 -2.1
H 2.4 -0.4 -0.7
H -0.7 2.2 -0.2
H 1.4 -1.8 -0.3
H -2.2 -1.1 0.9
H -2.1 0.8 1.2
H 0.8 2.2 -1.2
H 0.2 1.8 1.7
H -1.0 -1.9 1.2
H 1.7 0.5 1.9
H 0.8 1.0 -1.8
H 0.8 0.4 -2.1
H -2.0 -1.1 0.8
H 2.3 1.3 0.3
H -0.9 -0.1 2.4
H 2.2 -0.2 1.2
H -1.3 -1.2 1.8
H -1.2 -1.2 0.1
H -1.6 -0.5 -1.3
H 1.3 -1.1 1.9
H -1.3 2.2 0.9
H 1.9 1.2 1.3
H 1.7 -2.0 -0.9
H -1.0 -1.2 -1.9
H 2.2 0.8 -1.1
H -1.9 1.2 1.1
H -0.2 0.0 -2.3
H -0.5 -2.0 0.4
C 0.0 -0.1 -0.1
C -0.2 0.0 -0.3
N 0.0 0.2 -0.2
C 0.2 0.2 -0.1
C -0.3 0.1 0.2
C 0.3 -0.1 -0.2
C -0.3 -0.2 0.1
H -0.1 0.0 0.0
H -0.1 0.0 0.0
H 0.0 0.1 -0.1
H -0.3 0.0 -0.1
H 0.1 0.0 0.2
H 0.2 -0.2 0.0
H 0.1 -0.2 0.0
H 0.1 0.0 0.1
H 0.1 -0.2 0.0
H -0.1 0.0 -0.1
H 0.1 0.1 0.1
H 0.2 0.2 0.2
H 0.0 0.0 0.0
H 0.0 0.1 0.0
H 0.1 0.0 0.1
C 0.0 -0.1 -0.1
C 0.0 -0.3 -0.1
N -0.1 -0.2 0.1
C -0.3 0.0 0.0
C 0.1 0.0 0.3
C -0.2 0.0 -0.2
C 0.4 -0.1 0.0
H 0.1 0.0 0.1
H 0.0 -0.1 0.1
H -0.1 0.0 0.0
H 0.2 -0.2 0.1
H 0.1 0.2 0.1
H 0.1 0.1 -0.2
H 0.1 0.1 -0.2
H 0.0 0.1 0.0
H 0.1 0.0 -0.2
H 0.0 -0.1 0.0
H -0.1 0.1 0.1
H -0.2 0.3 0.1
H 0.0 0.0 0.0
H 0.0 0.0 0.1
H 0.0 0.2 -0.1

Values from the calculation:
multiplicity	1
relative energy (zero: lowest compared OMol25 entry of this formula, charge and spin)	302.6	kcal/mol
charge	+1

=====

Largest force on an atom across the listed records, respectively: 3.23; 7.27 eV/Å.
Orbital gap across the listed records, respectively: 10.4385; 4.7177 eV.